(1)
This record from the OMol25 dataset describes C30H60F4Li2N2O38S4 as an isolated structure. The level of theory is wB97M-V/def2-TZVPD.

Atoms and positions in Å:
1 Li 1.0429 0.6696 -3.8211
2 Li 0.1469 -1.5645 -3.4433
3 N 0.2345 0.0821 -2.1677
4 S 0.8607 -0.4346 -0.6572
5 O 0.4975 -1.7759 -0.3840
6 O 1.0841 0.5078 0.3639
7 F 2.3583 -0.6678 -1.1953
8 S -1.2108 0.5197 -1.6655
9 O -1.1951 1.6273 -0.7755
10 O -2.1847 -0.4740 -1.5014
11 F -1.6027 1.2759 -3.0323
12 N -6.2371 1.6323 -1.1157
13 S -6.1598 0.1560 -1.8357
14 O -6.2665 -0.9402 -0.9389
15 O -5.2974 0.0377 -2.9769
16 F -7.5695 0.2458 -2.5798
17 S -4.7382 1.8494 -0.6338
18 O -3.8254 2.2739 -1.6585
19 O -4.2932 1.2175 0.5699
20 F -5.1018 3.3561 -0.0655
21 C -2.7789 4.7420 0.6625
22 O -3.8297 5.6331 0.3745
23 C -3.5988 6.9345 0.3119
24 O -2.5561 7.4950 0.5083
25 O -4.7481 7.5290 -0.0132
26 C -4.6710 8.9164 -0.2897
27 H -1.8131 5.1911 0.4287
28 H -2.8881 3.9185 -0.0420
29 H -2.7924 4.2469 1.6295
30 H -3.6816 9.2943 -0.5350
31 H -5.0137 9.4849 0.5795
32 H -5.3527 9.1267 -1.1117
33 C 4.9666 -0.8263 0.3771
34 O 5.6119 -1.6709 1.3357
35 C 4.9389 -2.6883 1.8507
36 O 3.8025 -3.0211 1.6498
37 O 5.7404 -3.2902 2.7397
38 C 5.0947 -4.0795 3.7157
39 H 4.4319 -1.2767 -0.4530
40 H 5.7797 -0.1900 0.0379
41 H 4.2537 -0.1899 0.8991
42 H 5.7864 -4.2569 4.5367
43 H 4.8628 -5.0547 3.2800
44 H 4.1884 -3.6566 4.1455
45 C 2.1723 3.2244 -1.3021
46 O 3.4538 2.5745 -1.3073
47 C 3.7099 1.6907 -2.2326
48 O 2.9408 1.2974 -3.0851
49 O 4.9567 1.2621 -2.0891
50 C 5.4476 0.4065 -3.0899
51 H 2.2352 4.0488 -0.6001
52 H 1.4249 2.5254 -0.9333
53 H 1.9253 3.5791 -2.2969
54 H 6.4502 0.0916 -2.8032
55 H 5.5512 0.8455 -4.0839
56 H 4.8794 -0.5196 -3.2100
57 C -1.4659 1.9794 3.1105
58 O -0.1901 2.6557 3.1555
59 C 0.2071 3.0683 4.3542
60 O -0.4799 3.1106 5.3383
61 O 1.4996 3.3594 4.2720
62 C 2.1983 4.0594 5.2773
63 H -1.5011 1.2118 3.8806
64 H -1.6074 1.6217 2.0981
65 H -2.2500 2.6954 3.3651
66 H 1.7234 3.9762 6.2544
67 H 2.2673 5.1082 4.9804
68 H 3.2233 3.7023 5.3707
69 C 0.3023 -5.2919 -4.8498
70 O 1.0412 -5.5147 -3.6537
71 C 1.4600 -4.4494 -3.0064
72 O 1.1581 -3.3046 -3.3057
73 O 2.2705 -4.8212 -2.0526
74 C 3.0528 -3.8117 -1.3852
75 H 0.9899 -5.0256 -5.6579
76 H -0.3875 -4.4584 -4.7371
77 H -0.2040 -6.2077 -5.1289
78 H 3.9464 -4.2360 -0.9494
79 H 2.4040 -3.4254 -0.5993
80 H 3.2854 -2.9651 -2.0292
81 C -2.2067 -5.5419 -1.6829
82 O -1.5773 -4.3444 -2.1578
83 C -2.0596 -3.5339 -3.0663
84 O -1.5189 -2.4667 -3.2551
85 O -3.2333 -3.8979 -3.5390
86 C -3.8908 -2.9468 -4.3779
87 H -3.2115 -5.3294 -1.3335
88 H -1.5194 -5.8892 -0.9200
89 H -2.2522 -6.3215 -2.4461
90 H -4.0932 -1.9980 -3.8726
91 H -4.8292 -3.3492 -4.7380
92 H -3.2699 -2.6659 -5.2341
93 C 6.6835 -0.1689 4.7942
94 O 5.4240 -0.0632 4.1188
95 C 5.0601 1.1176 3.6203
96 O 5.6995 2.1397 3.6670
97 O 3.9458 0.9281 2.9808
98 C 3.2836 1.9443 2.2410
99 H 7.2376 -0.9616 4.2861
100 H 6.4536 -0.5429 5.7891
101 H 7.2637 0.7455 4.7414
102 H 3.2255 2.8774 2.7896
103 H 2.2450 1.6730 2.0691
104 H 3.7437 2.0061 1.2522
105 C 1.3900 3.5375 -6.6120
106 O 0.3469 4.1572 -5.8464
107 C 0.1355 3.6915 -4.6229
108 O 0.6465 2.6686 -4.1844
109 O -0.7456 4.4462 -4.0387
110 C -0.9885 4.3265 -2.6095
111 H 1.7974 4.3061 -7.2510
112 H 0.9757 2.6555 -7.1040
113 H 2.1375 3.1155 -5.9366
114 H -0.2198 4.9045 -2.0919
115 H -0.8419 3.2955 -2.3100
116 H -1.9725 4.7423 -2.4564
117 C 0.2298 -2.8865 2.3520
118 O -0.0694 -3.6084 3.5669
119 C -1.1033 -4.4426 3.5914
120 O -1.9079 -4.6356 2.7184
121 O -1.0937 -5.0199 4.7945
122 C -2.0191 -6.0831 4.9473
123 H -0.0142 -1.8466 2.5491
124 H -0.4173 -3.2567 1.5607
125 H 1.2666 -3.0841 2.1016
126 H -3.0358 -5.6989 4.9880
127 H -1.7239 -6.7152 5.7779
128 H -1.9776 -6.7605 4.0851
129 C -3.0451 -2.9444 0.2979
130 O -3.1502 -2.0942 1.4165
131 C -4.3890 -1.8058 1.8521
132 O -5.3925 -2.3647 1.5120
133 O -4.2553 -0.8123 2.7075
134 C -5.4091 -0.4524 3.4679
135 H -3.6501 -3.8445 0.4315
136 H -2.0206 -3.2773 0.1542
137 H -3.3522 -2.4360 -0.6188
138 H -6.0720 -1.3176 3.5167
139 H -5.9117 0.3417 2.9191
140 H -5.1190 -0.1801 4.4761

Properties
electronic energy: -167489.393 eV
LUMO: -2.002 eV
orbital gap: 6.5 eV

(2)
This record from the OMol25 dataset describes C20H29N3OP2Yb as an isolated structure. The level of theory is wB97M-V/def2-TZVPD.

Atoms and positions in Å:
1 C -1.4659 3.2761 -3.7452
2 C -1.2743 1.9231 -3.4965
3 C 0.0154 1.3508 -3.7458
4 C 1.0816 2.1827 -4.2354
5 C 0.8314 3.5643 -4.4419
6 C -0.4258 4.0940 -4.2075
7 C 2.3524 1.6206 -4.3533
8 C 2.5693 0.2674 -4.0990
9 C 1.4540 -0.5213 -3.6474
10 C 1.6496 -1.9053 -3.3334
11 C 2.9238 -2.4450 -3.4284
12 C 4.0149 -1.6676 -3.8359
13 C 3.8488 -0.3367 -4.1702
14 H -2.4576 3.6949 -3.5611
15 H 1.6575 4.1790 -4.8044
16 H -0.6265 5.1557 -4.3791
17 H 3.1856 2.2424 -4.6732
18 H 3.0586 -3.4939 -3.1583
19 H 5.0008 -2.1316 -3.8883
20 H 4.6756 0.2839 -4.5192
21 N 0.2860 0.0885 -3.3361
22 Yb 0.4871 0.2518 0.0423
23 C -2.3456 1.0737 -2.8515
24 H -2.3178 0.0557 -3.2660
25 H -3.3474 1.5081 -2.9681
26 C 0.4849 -2.7184 -2.8136
27 H -0.4319 -2.4834 -3.3717
28 H 0.6723 -3.7997 -2.8441
29 P -2.0480 0.8712 -1.0270
30 P 0.0910 -2.2948 -1.0503
31 C 1.3979 -3.2995 -0.2623
32 H 1.2534 -3.2969 0.8295
33 H 1.3292 -4.3331 -0.6403
34 H 2.3968 -2.8942 -0.4824
35 C -1.3207 -3.4181 -0.7768
36 H -1.0440 -4.4398 -1.0847
37 H -1.5793 -3.4071 0.2936
38 H -2.1900 -3.0664 -1.3527
39 C -2.5288 2.5601 -0.5170
40 H -3.4916 2.8277 -0.9800
41 H -2.6241 2.5817 0.5782
42 H -1.7569 3.2822 -0.8145
43 C -3.6135 0.0398 -0.6290
44 H -3.7010 -0.0491 0.4630
45 H -4.4503 0.6400 -1.0152
46 H -3.6359 -0.9662 -1.0683
47 H 1.5110 1.6679 -1.0154
48 H 0.2881 2.1229 0.4966
49 N -0.0002 -1.1699 4.1969
50 C 0.0711 -0.0868 3.4103
51 N -0.0058 1.0970 4.0542
52 O 0.2003 -0.1704 2.1532
53 H -0.0671 -1.0758 5.2160
54 H 0.0170 -2.0910 3.7635
55 H 0.0090 1.9687 3.5299
56 H -0.0660 1.0878 5.0669

Properties
electronic energy: -77830.178 eV
LUMO (spin up / spin down): -2.957 / -2.960 eV
total charge: +1
orbital gap (spin up / spin down): 6.4 / 6.5 eV
2S+1: 2